No. 1
53
Properties=species:S:1:pos:R:3 method="wB97M-V/def2-TZVPD" e_tot_ev=-99920.5089 s2=0.7928 homo_lumo_gap_ev="6.8 / 6.8" total_charge=0 mol_weight_g_mol=522.9 multiplicity=2
C -2.81 0.21 -4.10
C -2.61 -1.02 -3.45
C -1.91 -1.09 -2.23
C -1.39 0.08 -1.63
C -1.57 1.31 -2.32
C -2.27 1.38 -3.54
C -1.69 -2.42 -1.54
C -0.23 -2.89 -1.37
N 0.82 -1.83 -1.12
Cu 0.00 0.00 0.00
C -0.87 2.54 -1.75
P 0.79 1.91 -1.18
H -3.01 -1.94 -3.90
H -2.40 2.34 -4.05
H -3.36 0.25 -5.04
H -1.39 2.91 -0.85
H -0.78 3.37 -2.47
H -2.15 -2.36 -0.54
H -2.22 -3.22 -2.09
H -0.20 -3.58 -0.51
C 1.52 3.25 -0.15
C 1.79 2.00 -2.74
H 0.10 -3.46 -2.26
C 1.38 -1.40 -2.42
C 1.91 -2.43 -0.31
H -0.67 1.14 0.83
H 1.87 -2.25 -2.93
H 0.56 -1.01 -3.05
H 2.12 -0.61 -2.24
H 2.44 -3.17 -0.91
H 2.62 -1.64 0.03
H 1.47 -2.94 0.56
H 1.81 3.03 -3.12
H 2.83 1.67 -2.55
H 1.33 1.34 -3.49
H 1.67 4.18 -0.74
H 0.84 3.45 0.69
H 2.49 2.91 0.26
H 1.17 -0.02 1.16
F 1.30 -2.04 3.43
C 1.28 -0.74 3.91
F 1.32 -0.78 5.29
F 2.42 -0.10 3.46
C 0.00 0.00 3.42
O 0.00 0.00 2.00
C -1.28 -0.74 3.90
F -1.35 -0.77 5.28
F -2.41 -0.10 3.42
F -1.30 -2.04 3.42
C 0.00 1.48 3.90
F 0.00 1.55 5.28
F 1.12 2.14 3.43
F -1.12 2.14 3.43

No. 2
55
Properties=species:S:1:pos:R:3 method="wB97M-V/def2-TZVPD" e_tot_ev=-114870.0504 s2=8.7801 homo_lumo_gap_ev="4.9 / 5.7" total_charge=-1 relative_energy_ev=0.0000 mol_weight_g_mol=568.5 multiplicity=6
Fe 0.26 -0.49 0.12
O 8.13 -0.57 -0.16
C 6.92 -0.54 -0.22
S 5.69 -1.70 -0.78
C 4.20 -0.74 -0.54
C 4.50 0.56 0.17
S 3.34 1.51 0.95
S 6.17 1.02 0.14
S 2.65 -1.29 -1.11
C -0.55 2.02 4.26
N -1.73 1.59 3.46
C -3.09 1.74 4.06
C -1.50 0.99 2.27
N -0.32 0.54 1.84
N -2.62 0.95 1.38
C -2.88 -0.10 0.47
N -4.19 -0.17 0.13
N -1.96 -0.97 0.13
H -0.82 2.91 4.81
H 0.34 2.19 3.60
H -0.30 1.29 5.02
H -3.44 0.73 4.35
H -3.77 2.20 3.29
H -3.02 2.45 4.87
H 0.49 0.65 2.46
H -3.45 1.41 1.81
H -4.74 0.70 0.04
H -4.49 -0.86 -0.60
H -2.17 -1.64 -0.65
C 1.53 1.62 -1.99
N 0.24 1.10 -1.55
C -0.51 2.33 -1.11
C -0.49 0.47 -2.70
C -0.38 -1.05 -2.74
C -0.83 -1.71 -3.89
C -0.68 -3.06 -4.09
C -0.20 -3.83 -3.04
C 0.11 -3.17 -1.83
C 0.07 -1.80 -1.69
H 1.35 2.52 -2.63
H 2.07 0.84 -2.56
H 2.11 1.87 -1.12
H -0.57 3.10 -1.93
H -0.05 2.75 -0.22
H -1.53 2.06 -0.85
H -0.03 0.91 -3.63
H -1.57 0.71 -2.66
H -1.29 -1.07 -4.63
H -0.96 -3.55 -5.01
H -0.14 -4.91 -3.12
H 0.42 -3.73 -0.96
F 0.59 -3.24 1.40
C 0.80 -1.91 1.83
F 2.11 -1.70 2.08
F 0.22 -1.94 3.04